Entry 1:
This record from the Open Molecules 2025 dataset describes C37H34KN2O4PS2 as an isolated structure. The level of theory is ωB97M-V with the def2-TZVPD basis set.

Output
energy = -3578.57069 Ha
charge = -2
energy relative to the best compared isomer or geometry (same formula, charge and spin) = 33.7 kcal/mol

The geometry in XYZ format:
```
81
Properties=species:S:1:pos:R:3:mulliken_charge:R:1
K 0.23403 1.74035 -1.18463 0.781
S -1.05886 2.52693 3.08620 0.728
S 0.21786 6.32154 0.65173 -0.597
P 3.27393 0.87345 -0.93487 1.373
O -1.02755 2.62436 4.56558 -0.802
O -3.77177 0.68624 -0.21042 -0.674
O -1.95660 1.44850 -1.68377 -1.037
O -1.38166 -0.53551 -2.51240 -0.849
N -0.33730 3.61739 0.42730 -0.280
N 2.60522 1.97443 -1.70137 -1.255
C -3.22598 -0.39628 -0.93125 2.442
C 1.83085 -2.31033 -2.93877 -0.708
C 2.38749 1.65932 2.97310 -0.536
C -0.09534 4.75703 0.49221 0.014
C 2.68557 -0.86405 -1.20477 0.363
C -3.24235 -2.81032 1.96370 -0.999
C 1.69161 -3.33434 -2.01411 -0.463
C -3.65054 2.78405 3.29428 -0.859
C 2.44118 1.65437 1.58987 -0.772
C -5.92546 -0.45082 -3.56350 -0.961
C 5.69699 -0.45003 -1.88179 -0.061
C -1.58444 -2.18872 -0.16799 0.299
C 4.26225 0.09567 1.65447 -0.474
C -4.23055 -0.92390 -1.91866 -0.972
C 2.51284 -1.88687 -0.28051 -0.258
C 4.21267 0.09856 3.03611 -0.532
C -2.04808 0.21418 -1.80954 0.777
C -5.33354 -2.71926 -3.08126 -1.011
C 2.31904 -1.08700 -2.52829 -0.342
C -5.00200 -0.01237 -2.63549 -0.163
C 7.73419 0.79862 -2.14317 -0.381
C 3.35760 0.85729 0.91870 0.308
C 3.26657 0.86868 3.69488 -0.680
C -1.24557 -3.20519 0.70800 -0.533
C -2.07140 -3.52213 1.77172 -0.524
C -2.02879 0.98835 2.74749 -0.019
C -4.39851 -2.28268 -2.16060 -0.070
C 5.81252 1.82914 -1.15906 -0.310
C -2.75991 -1.47445 0.01728 -0.956
C -6.09951 -1.80732 -3.78680 -0.327
C -2.52400 3.50951 2.59723 -0.883
C 7.12762 1.90570 -1.56765 -0.630
C 2.03111 -3.11776 -0.68873 -0.642
C -3.58299 -1.79484 1.09255 0.136
C 7.01465 -0.37328 -2.29886 -0.642
C 5.08099 0.64991 -1.29347 0.006
C -3.51338 1.30585 2.91951 -0.194
H 1.77897 2.28813 1.01259 0.561
H 4.90994 -0.50440 3.60823 0.366
H -6.83403 -2.14973 -4.50429 0.366
H 2.44287 -0.26195 -3.22027 0.465
H 1.66144 2.27600 3.48390 0.535
H -4.85991 1.04149 -2.44665 0.468
H -3.79953 -2.99988 -1.61860 0.448
H 5.30107 2.68401 -0.73456 0.379
H -1.66376 0.21436 3.42205 0.565
H -1.79605 0.71631 1.72188 -0.397
H 8.76289 0.85012 -2.47763 0.339
H 1.93944 -3.92026 0.03595 0.450
H -4.63475 3.17594 3.02827 0.398
H -3.95379 0.67612 3.69467 0.256
H 2.77486 -1.73441 0.75854 0.260
H -0.95126 -1.95342 -1.00904 0.647
H -4.49637 -1.23755 1.23234 0.404
H -3.50867 2.90704 4.37225 0.328
H -0.33156 -3.75889 0.55224 0.281
H 1.32059 -4.30277 -2.32498 0.323
H 3.21747 0.85897 4.77600 0.389
H -5.46950 -3.78065 -3.24935 0.379
H -6.51401 0.26429 -4.12441 0.371
H 7.68854 2.82452 -1.45052 0.366
H -1.81158 -4.33047 2.44179 0.382
H -2.38368 4.53671 2.92421 0.514
H -3.21004 1.43662 -0.52317 0.315
H -2.56531 3.46308 1.51364 0.274
H 5.14975 -1.37759 -1.99817 0.245
H -4.02816 1.11968 1.97700 -0.029
H 7.49021 -1.23673 -2.74957 0.372
H 5.00456 -0.50245 1.13906 0.420
H 1.56357 -2.47019 -3.97513 0.370
H -3.89492 -3.05404 2.79152 0.361
```

Entry 2:
This record from the Open Molecules 2025 dataset describes C37H34MgN7PS3 as an isolated structure. The level of theory is ωB97M-V with the def2-TZVPD basis set.

Output
energy = -3549.90391 Ha
energy relative to the best compared isomer or geometry (same formula, charge and spin) = 4.6 kcal/mol

The geometry in XYZ format:
```
83
Properties=species:S:1:pos:R:3:mulliken_charge:R:1
S 0.59879 -3.93125 0.90966 -0.543
S -1.72687 -0.96209 0.13809 -0.134
S -2.75529 -4.63882 1.41703 -0.593
P -1.10581 -4.77189 0.31824 1.127
Mg 0.28601 0.46830 0.22758 1.351
N 1.74148 1.75711 1.10408 0.515
N 0.26096 0.39998 -1.88539 0.617
N -1.33863 -0.11506 2.74657 -1.777
N -0.27183 0.50220 2.24965 2.200
N 1.92576 -1.03796 -0.34432 0.548
N -3.14357 -1.39673 2.31501 -0.355
N -0.98130 2.37466 -0.50449 0.203
C 3.61407 3.23366 1.12156 -1.059
C -2.79613 -3.16838 -3.09020 -0.560
C -1.80462 -3.36986 -4.03723 -0.567
C 0.37044 -7.17933 0.41361 -0.234
C 2.53319 2.62990 3.17292 -1.246
C -1.63701 3.28538 0.22159 0.938
C 1.63852 1.83942 2.44951 -0.313
C -0.61763 -3.99760 -3.67018 -0.721
C 0.55282 -8.54138 0.20033 -0.525
C -0.43258 -9.28567 -0.42702 -0.383
C -0.09485 -0.01407 -4.57192 -1.174
C -1.38412 2.15237 -1.76659 0.570
C -3.18034 3.70411 -1.56048 -0.675
C 0.75034 -0.83241 -3.85095 -0.522
C 2.74593 -1.44478 1.91929 -0.728
C -2.60906 -3.59393 -1.77915 -0.226
C -0.60488 1.15738 -2.56225 0.666
C -0.79952 -6.55692 0.00500 0.104
C 2.50947 -2.48698 -2.15826 -0.608
C -1.42786 -4.21446 -1.40510 0.013
C 3.37827 -3.18778 -1.33726 -0.956
C 3.52090 3.32644 2.50276 -0.731
C 1.82161 -1.40954 -1.63308 0.621
C -1.19282 3.55247 1.62614 -1.309
C -2.48615 2.77997 -2.32229 -1.161
C 0.29918 1.05859 4.55114 -1.817
C -1.79085 -7.31274 -0.61928 -0.473
C 0.91859 -0.59024 -2.49192 0.190
C 2.69595 2.43123 0.47098 -0.202
C -0.78427 0.99818 -3.92822 -0.957
C 0.53392 1.09300 3.07780 1.232
C -0.43218 -4.41285 -2.36188 -0.415
C -2.73946 3.97193 -0.28411 -0.964
C -2.05964 -0.78716 1.81122 0.127
C 3.50172 -2.80002 -0.02572 -0.902
C -1.60780 -8.66667 -0.83920 -0.649
C 2.73316 -1.74082 0.45465 0.116
H -3.37734 -3.44399 -1.03130 0.300
H 2.72079 2.31394 -0.60669 0.395
H -2.71305 -6.83196 -0.92429 0.315
H -0.22609 -0.17077 -5.63424 0.473
H 2.44840 2.70284 4.24569 0.435
H -3.72415 -2.68531 -3.37048 0.423
H 1.13419 -6.58250 0.89659 0.267
H -2.38344 -9.24438 -1.32584 0.373
H 4.21760 3.94167 3.05717 0.441
H -4.05165 4.20340 -1.96260 0.437
H -1.65870 2.83987 2.31025 0.227
H -0.11572 3.45981 1.71749 0.051
H -1.44661 1.64285 -4.48386 0.430
H 1.99845 -2.08166 2.40062 0.167
H -3.24145 4.69847 0.33950 0.455
H 0.49640 -4.88794 -2.06538 0.445
H 1.26436 -1.64292 -4.34099 0.386
H -2.82181 2.53505 -3.31749 0.322
H 4.37240 3.76419 0.56516 0.454
H -1.95843 -3.05455 -5.06263 0.447
H 1.46837 -9.01974 0.52556 0.378
H 0.09905 0.03004 4.85448 0.355
H -0.29090 -10.34631 -0.59318 0.360
H 3.72115 -1.67047 2.34954 0.591
H 1.13926 1.44271 5.12269 0.536
H 2.36917 -2.79500 -3.18203 0.338
H -3.41567 -2.25350 1.83682 0.166
H 2.49766 -0.41058 2.12520 -0.117
H 3.92697 -4.03831 -1.71847 0.447
H -0.59749 1.62830 4.81001 0.257
H 4.14548 -3.33462 0.65816 0.452
H -3.16016 -1.44626 3.32337 0.267
H -1.48626 4.55753 1.92636 0.555
H 0.15535 -4.17438 -4.40955 0.515
```

Entry 3:
This record from the Open Molecules 2025 dataset describes C37H35BrN7OV as an isolated structure. The level of theory is ωB97M-V with the def2-TZVPD basis set.

Output
energy = -5406.94462 Ha
charge = +2

The geometry in XYZ format:
```
82
Properties=species:S:1:pos:R:3:mulliken_charge:R:1
Br -3.04256 2.09695 4.59325 -0.128
V 0.08135 -1.36536 0.28268 -2.284
O 1.60889 -0.75767 0.99110 -0.336
N -1.74323 -2.26002 0.29544 0.887
N 2.60648 -1.15417 6.42928 -0.510
N -1.02560 -0.04214 1.09167 0.742
N 1.72340 -0.68164 7.15626 -0.360
N 0.29962 -2.48648 2.32025 -0.004
N 0.65027 -2.50703 -1.19739 0.898
N 0.28365 -0.09305 -1.17368 0.609
C 1.98540 -0.85749 2.28400 0.199
C 1.55236 -2.33164 -4.81443 -0.734
C -1.76042 0.12396 6.19602 -0.643
C 1.24516 -1.79761 3.02159 0.213
C 0.79310 1.18014 5.84056 -0.163
C -0.21423 -3.64434 4.35970 -1.443
C 1.46829 -1.94882 4.39695 0.559
C -1.36146 -4.30164 -2.24522 -0.688
C 3.21683 -0.27370 4.24675 -0.560
C -0.30018 1.81490 5.27474 -0.486
C 1.36849 -2.68859 -3.49075 -0.511
C -5.30502 -1.31242 0.75366 -0.751
C 0.52014 -0.56182 -2.42832 1.029
C 0.70867 -2.92746 5.06908 -0.580
C -0.40067 -3.37902 2.99462 0.103
C -1.95512 -3.70976 0.18698 -2.432
C 2.43367 -1.09918 5.00519 0.023
C -4.63130 1.04907 1.05961 -1.052
C 0.82907 -1.96757 -2.41878 0.989
C -5.56078 0.05665 0.93154 -0.545
C -4.11718 -1.96915 0.58958 -0.668
C 0.91214 -3.93493 -0.99506 -1.461
C 0.38566 0.23958 -3.56175 -0.580
C 0.63687 1.30446 -0.87035 -0.990
C 1.19782 -1.16177 -5.46851 -0.569
C -0.02568 -4.89119 -1.78138 -0.709
C 0.64835 -0.02903 -4.89636 -0.734
C 0.60830 0.00451 6.56093 0.129
C -0.66685 -0.49030 6.79134 -0.280
C -2.43222 -4.24372 -1.15960 -0.881
C -2.39395 -0.13336 0.92699 0.563
C 2.98263 -0.12780 2.86395 -0.247
C -3.23227 0.95171 1.08290 -0.207
C -1.56004 1.25701 5.42525 0.034
C -0.31197 2.03318 0.06011 -0.613
C -2.78114 -1.47999 0.57477 1.172
C -0.46346 1.27969 1.37558 -0.792
H -1.15243 -3.93297 2.45656 0.349
H -1.01774 -4.19859 0.43140 0.743
H -2.65226 -4.01792 0.96993 1.023
H -1.21594 -3.31116 -2.67781 0.385
H 1.62806 1.26461 -0.40299 0.106
H -2.74831 1.89761 1.27214 0.662
H -0.21101 -5.76914 -1.15662 0.489
H -5.01503 2.05336 1.19302 0.439
H 3.57194 0.56280 2.27550 0.539
H 1.70959 -3.68396 -3.24814 0.389
H 1.78032 1.60936 5.74169 0.561
H -6.60217 0.34846 0.97793 0.400
H -0.17380 2.74224 4.73238 0.569
H -0.01242 1.22839 -3.37766 0.451
H 1.37587 -1.12992 -6.53574 0.388
H 0.41678 0.78124 -5.57733 0.386
H 0.85790 -4.12188 0.07701 0.291
H -0.81229 -4.41085 4.83099 0.495
H -1.28291 2.16626 -0.42167 0.254
H 0.09725 3.02625 0.25228 0.492
H 3.98305 0.31936 4.72817 0.569
H -2.75765 -0.26520 6.34708 0.495
H -4.22424 -3.02860 0.41433 0.465
H -1.08658 1.80618 2.09886 0.298
H 0.75435 1.87248 -1.78858 0.786
H -3.29175 -3.67369 -1.51832 0.363
H 2.01211 -3.09505 -5.43089 0.387
H -6.18338 -1.94582 0.70943 0.422
H -1.74325 -4.92046 -3.05819 0.429
H 0.86353 -3.10849 6.12466 0.737
H -0.80122 -1.35904 7.42309 0.487
H 1.95608 -4.13411 -1.25365 0.749
H 0.50736 1.14850 1.84642 0.366
H 0.50706 -5.27177 -2.65207 0.389
H -2.78966 -5.25960 -0.96849 0.441
```

What largest force on an atom values result from the calculations? In sequence: 1.74, 0.37, 0.38 eV Å⁻¹.